The following is a quantum chemistry calculation of 2 unconnected molecules or ions with the total composition C4H13N2O in a non-equilibrium geometry, from the OMol25 dataset.

Each atom is followed by the atoms it is bonded to, with distances in Å.
Cartesian coordinates (Å):
1 C -0.53 2.48 0.67  C2 1.664, H7 1.050, H8 1.073, H9 1.048
2 C 0.00 1.85 -0.78  C1 1.664, C3 1.475, H10 1.027, H11 1.116
3 C 0.11 0.37 -0.78  C2 1.475, C4 1.438, N6 1.366
4 C 1.37 -0.09 -0.28  C3 1.438, N5 1.492, H12 1.017
5 N 1.83 -1.46 0.10  C4 1.492, H13 1.010, H14 1.078, H15 1.048
6 N -0.90 -0.46 -1.19  C3 1.366, H16 1.031, H17 1.003
7 H -1.46 2.01 0.79  C1 1.050
8 H -0.55 3.52 0.43  C1 1.073
9 H 0.13 2.05 1.36  C1 1.048
10 H 0.93 2.30 -0.76  C2 1.027
11 H -0.48 2.29 -1.68  C2 1.116
12 H 1.98 0.60 0.15  C4 1.017
13 H 2.78 -1.56 0.43  N5 1.010
14 H 1.09 -1.76 0.81  N5 1.078
15 H 1.74 -2.05 -0.76  N5 1.048
16 H -0.88 -1.43 -1.51  N6 1.031
17 H -1.61 -0.03 -1.76  N6 1.003
18 H -2.63 -2.51 1.53  O20 1.011
19 H -1.29 -3.42 1.81  O20 0.895
20 O -1.64 -2.70 1.43  H18 1.011, H19 0.895

- 2S+1 = 1
- LUMO (eV) = -3.456
- gap between HOMO and LUMO (hartree) = 0.329
- HOMO (eV) = -12.4
- energy above the lowest of the compared OMol25 structures with the same formula, charge and spin (kcal per mole) = 80.3
- net charge = +1
- energy (a.u.) = -344.63891

natural (NBO) atomic charge list, values in e, 2 entries:
1. C -0.56
2. C -0.46